[1]
{
  "formula": "C3H7N3O",
  "method": "ωB97M-V/def2-TZVPD",
  "gap_ev": 9.52,
  "lumo_energy_ev": 0.8481,
  "e_tot_ha": -357.84524,
  "homo_energy_ev": -8.674,
  "de_lowest_kj_mol": 537.3,
  "symbols": ["O", "N", "N", "N", "C", "C", "C", "H", "H", "H", "H", "H", "H", "H"],
  "xyz": [[0.812, -0.474, -0.889], [0.241, -2.225, 2.405], [-0.054, -1.067, 2.153], [0.223, 1.892, -0.603], [0.172, -0.831, -2.121], [0.649, 0.801, -0.282], [-0.582, -0.119, 1.731], [-0.851, 0.876, 1.940], [-0.944, -0.735, -2.103], [1.338, 0.657, 0.546], [-0.427, 2.013, -1.376], [0.326, -1.887, -2.404], [1.312, -2.266, 2.353], [0.612, -0.237, -3.004]]
}



[2]
{
  "formula": "C3H7N3O2",
  "method": "ωB97M-V/def2-TZVPD",
  "gap_ev": 9.90,
  "smiles": "[H]/N=C(/N)[C@@H](O)C(N)=O",
  "lumo_energy_ev": 0.5884,
  "e_tot_ha": -433.28470,
  "homo_energy_ev": -9.315,
  "de_lowest_kj_mol": 99.9,
  "symbols": ["O", "O", "N", "N", "N", "C", "C", "C", "H", "H", "H", "H", "H", "H", "H"],
  "xyz": [[0.063, -1.834, -0.876], [0.047, 0.691, 1.717], [0.423, 0.649, -1.905], [-0.177, 2.353, -0.462], [-0.710, -1.808, 1.252], [0.182, 1.130, -0.673], [-0.115, -1.257, 0.186], [0.468, 0.152, 0.463], [1.554, -0.016, 0.541], [-0.820, 1.046, 1.511], [0.238, 1.337, -2.583], [0.271, -0.328, -2.010], [-0.719, -1.310, 2.134], [-0.167, 2.553, 0.572], [-1.204, -2.653, 1.054]]
}